1.
85
Properties=species:S:1:pos:R:3:forces:R:3 method="wB97M-V/def2-TZVPD" orbital_gap_ev=6.13 total_charge=-1 e_homo_ev=-4.134 de_lowest_ev=1.646
Mg -16.401 -12.556 0.852 1.283 0.508 0.371
S -19.339 -10.932 4.331 -0.564 0.079 0.097
C -18.037 -10.665 5.379 1.939 -1.126 0.456
N -16.908 -11.413 5.447 -2.098 2.062 -0.299
C -15.996 -10.830 6.293 -0.196 0.044 0.475
C -14.677 -11.338 6.439 -0.385 1.595 0.481
C -13.833 -10.629 7.300 0.207 -0.233 0.139
C -14.287 -9.531 8.031 -1.125 -0.217 -0.530
C -15.606 -9.068 7.920 -0.208 0.472 0.928
C -16.497 -9.681 7.038 2.747 -1.163 0.057
S -18.073 -9.275 6.588 -0.591 -0.936 -1.151
H -14.313 -12.137 5.806 -0.182 -0.106 0.105
H -12.791 -10.915 7.490 -0.427 -0.127 -0.417
H -13.621 -9.025 8.686 0.430 0.289 0.497
H -15.946 -8.265 8.627 0.331 -0.627 -0.984
Br -15.903 -15.456 -5.074 0.091 -1.296 -2.357
C -15.903 -14.571 -3.506 -0.763 1.708 1.918
C -14.813 -14.668 -2.652 -0.644 0.602 0.198
C -14.893 -13.964 -1.433 1.077 -1.065 -0.812
C -15.991 -13.250 -1.076 -1.711 0.511 1.466
C -17.103 -13.264 -1.915 -0.214 1.485 -1.081
C -17.053 -13.789 -3.181 1.140 -1.657 0.256
H -13.946 -15.248 -2.947 -0.046 -0.019 0.096
H -14.077 -14.025 -0.725 0.358 -0.016 -0.081
H -17.988 -12.623 -1.736 0.310 -0.542 0.377
H -17.924 -13.755 -3.809 -0.025 -0.014 -0.497
N -19.151 -10.918 1.208 -0.506 0.454 -0.523
C -19.287 -12.224 0.867 1.882 0.077 0.259
N -18.313 -13.103 1.214 -3.204 -0.041 0.010
C -18.863 -14.420 1.089 -0.289 0.891 -0.247
C -18.371 -15.633 1.619 -0.075 -0.889 -0.010
C -19.080 -16.827 1.391 -0.714 1.115 -0.926
C -20.312 -16.807 0.634 0.310 -0.488 0.953
C -20.889 -15.596 0.263 0.727 1.609 0.658
C -20.113 -14.376 0.450 -0.934 -3.948 -0.311
S -20.658 -12.835 -0.067 0.821 0.362 1.169
H -19.124 -10.756 2.255 0.546 -0.149 -0.266
H -19.788 -10.262 0.737 0.373 -0.582 0.396
H -17.456 -15.730 2.235 -0.585 0.610 -0.514
H -18.712 -17.752 1.848 -0.175 0.342 -0.424
H -20.848 -17.771 0.454 0.416 1.045 0.334
H -21.975 -15.453 0.059 1.053 -0.558 -0.481
C -15.269 -14.899 5.277 -1.093 0.215 -0.161
C -14.427 -14.329 4.169 1.253 -1.933 1.841
C -13.079 -14.706 4.114 0.362 0.022 -0.673
C -12.260 -14.198 3.092 -0.910 -0.924 0.910
C -10.912 -14.823 2.923 0.921 0.175 -0.122
C -12.761 -13.232 2.248 -0.105 0.906 -0.670
C -14.111 -12.766 2.343 0.728 -1.455 1.417
C -14.933 -13.437 3.310 -0.591 1.714 -1.597
N -14.701 -11.815 1.625 -1.206 0.964 -0.668
C -14.093 -10.538 1.318 -1.287 0.121 0.851
C -15.301 -9.586 0.991 1.433 -0.513 -1.494
C -14.766 -8.184 0.620 -1.278 0.576 1.077
C -13.834 -8.177 -0.563 1.301 -0.768 -0.030
C -12.651 -9.120 -0.189 -0.882 -1.062 0.091
C -11.908 -8.556 1.023 -0.140 -1.043 0.867
C -12.860 -8.541 2.240 -0.126 0.030 0.123
C -14.035 -7.608 1.877 -0.017 -0.356 0.125
C -13.406 -9.936 2.593 1.229 -0.260 -3.214
C -13.179 -10.573 0.122 1.810 1.180 0.186
H -14.648 -15.273 6.077 0.214 -0.201 0.239
H -15.910 -15.742 4.911 0.352 0.734 0.336
H -15.902 -14.083 5.695 0.111 -0.703 -0.279
H -12.637 -15.438 4.796 -0.413 0.168 -0.091
H -10.148 -14.189 3.405 -0.078 -0.303 -0.058
H -10.647 -14.849 1.857 -0.003 -0.149 0.208
H -10.833 -15.854 3.344 -0.207 0.851 -0.303
H -12.112 -12.794 1.478 -0.274 -0.301 0.307
H -15.943 -13.042 3.491 0.293 -0.088 -0.121
H -15.922 -9.610 1.857 -0.626 0.357 0.747
H -15.888 -10.031 0.147 0.385 0.296 0.317
H -15.603 -7.521 0.354 -0.064 -0.107 0.333
H -13.443 -7.159 -0.709 -0.094 -0.097 -0.028
H -14.299 -8.482 -1.520 0.017 -0.052 0.517
H -11.953 -9.211 -0.991 0.512 0.096 -0.855
H -11.633 -7.572 0.719 0.383 1.120 0.192
H -10.964 -9.083 1.291 -0.613 -0.024 -0.434
H -12.382 -8.248 3.182 0.264 0.651 -0.366
H -13.648 -6.611 1.641 -0.040 0.031 0.053
H -14.693 -7.513 2.767 0.027 -0.075 -0.648
H -14.093 -9.847 3.378 -1.070 -0.168 1.254
H -12.593 -10.627 2.833 0.018 0.176 0.399
H -12.266 -11.171 0.318 -0.471 0.140 0.068
H -13.664 -11.047 -0.717 -0.400 -0.006 -0.433

***

2.
15
Properties=species:S:1:pos:R:3:forces:R:3 method="wB97M-V/def2-TZVPD" orbital_gap_ev=10.41 total_charge=+1 e_homo_ev=-15.591 de_lowest_ev=4.499
C -1.958 -2.545 -1.158 0.017 -0.031 -0.013
C -0.638 -0.666 2.106 -0.529 -0.278 0.715
C 0.048 -0.394 1.074 0.190 0.383 -0.327
C 0.310 0.809 -1.130 -0.104 0.470 0.134
C 1.001 1.577 -0.109 -0.194 0.491 -0.272
C 0.885 0.031 0.092 0.493 -0.626 -0.092
N -1.319 -1.837 -0.534 0.069 0.145 0.247
H -2.546 -3.208 -1.734 -0.276 -0.303 -0.281
H -1.504 -1.310 2.118 -0.065 -0.140 -0.323
H -0.376 -0.270 3.082 0.287 0.252 -0.044
H -0.767 0.854 -1.197 -0.015 -0.034 0.138
H 0.813 0.573 -2.055 0.135 -0.127 0.075
H 2.015 1.914 -0.271 0.049 -0.169 0.006
H 0.427 2.190 0.572 -0.041 -0.107 0.011
H 1.760 -0.577 -0.104 -0.017 0.073 0.027

***

3.
18
Properties=species:S:1:pos:R:3:forces:R:3 method="wB97M-V/def2-TZVPD" orbital_gap_ev=9.41 total_charge=0 e_homo_ev=-8.419 de_lowest_ev=3.977 smiles="CC(C)=NN.C=C=O"
C -2.179 0.245 0.109 2.605 4.801 3.286
C -2.764 -0.649 -0.519 -2.685 -5.031 -2.917
C 0.740 1.314 -1.189 4.675 -0.168 2.233
C 1.345 0.627 1.170 -0.725 3.764 0.913
C 0.800 0.220 -0.121 0.657 1.429 -1.402
N 0.581 -1.972 0.449 0.288 -3.717 -0.398
N 0.443 -0.941 -0.403 -0.287 -0.494 -1.551
O -1.677 1.138 0.704 -1.002 -1.421 -0.936
H -2.322 -1.542 -0.977 0.697 0.833 0.290
H -3.832 -0.849 -0.550 -0.013 0.942 0.383
H 1.350 -1.951 1.178 -1.019 -0.037 -1.412
H 0.129 1.221 -1.984 -2.564 -0.722 -2.288
H 0.588 2.259 -0.653 0.226 -0.053 -0.585
H 1.831 1.248 -1.701 -2.165 0.690 1.295
H 0.486 0.723 1.841 0.196 -0.342 0.345
H 2.127 0.133 1.614 1.536 -2.254 0.946
H 1.810 1.672 1.234 -0.915 -1.042 -0.840
H 0.543 -2.895 -0.200 0.494 2.822 2.637

***

4.
51
Properties=species:S:1:pos:R:3:forces:R:3 method="wB97M-V/def2-TZVPD" orbital_gap_ev=7.82 total_charge=0 e_homo_ev=-7.680
Sc 0.222 0.288 -0.065 0.848 1.051 -0.817
F 2.243 3.964 -5.119 0.042 0.045 -0.066
C 1.492 4.064 -3.997 -0.117 -0.141 0.027
F 2.295 4.471 -3.026 0.117 0.062 0.115
F 0.604 5.055 -4.233 -0.020 0.091 0.000
C 0.779 2.764 -3.736 -0.011 0.009 -0.079
C 0.117 2.230 -4.829 0.004 0.003 -0.035
C -0.581 1.039 -4.719 -0.007 0.067 -0.140
C -0.564 0.417 -3.492 0.024 -0.195 0.136
N 0.061 0.918 -2.433 0.019 -0.131 0.124
C 0.719 2.097 -2.497 -0.020 0.082 -0.006
S 1.376 2.572 -0.970 -0.277 -0.303 0.075
H 0.153 2.755 -5.776 0.013 -0.008 0.027
H -1.104 0.602 -5.558 0.027 0.028 0.034
H -1.059 -0.539 -3.351 0.029 0.045 0.028
C 4.950 2.588 4.306 -0.065 -0.112 0.055
O 4.377 1.481 4.997 0.113 0.148 -0.019
C 3.389 0.812 4.375 0.020 0.058 -0.041
C 2.840 -0.268 5.100 0.018 0.015 0.000
C 1.832 -0.993 4.541 -0.065 -0.079 -0.003
C 1.318 -0.696 3.255 -0.113 -0.184 0.133
C 0.229 -1.423 2.661 0.078 0.027 0.176
C -0.386 -2.631 3.308 0.009 -0.091 0.119
O -0.270 -1.108 1.567 -0.162 -0.065 -0.151
C 1.890 0.381 2.538 -0.012 0.080 -0.145
O 1.496 0.699 1.339 0.721 0.164 0.657
C 2.924 1.133 3.118 0.061 -0.004 0.027
H 5.715 2.993 4.958 0.029 -0.017 0.065
H 4.198 3.352 4.106 -0.030 0.028 0.004
H 5.399 2.269 3.366 0.034 -0.014 -0.025
H 3.231 -0.491 6.084 -0.011 0.012 -0.036
H 1.417 -1.814 5.110 0.014 0.037 -0.034
H -0.081 -2.804 4.334 -0.027 -0.015 -0.014
H -0.112 -3.501 2.706 -0.005 0.022 0.025
H -1.470 -2.531 3.258 0.003 0.003 -0.005
H 3.327 1.945 2.531 -0.027 -0.030 0.021
O -4.325 0.019 -1.190 0.014 -0.086 -0.008
C -4.081 -1.284 -1.462 -0.058 0.077 0.034
C -5.102 -2.130 -1.893 -0.004 -0.033 -0.017
C -4.840 -3.456 -2.191 -0.004 0.016 0.000
C -3.551 -3.965 -2.075 0.003 0.051 0.012
C -2.539 -3.126 -1.652 0.001 -0.042 -0.015
C -2.782 -1.789 -1.330 0.068 -0.014 -0.038
C -1.630 -0.978 -0.874 -0.229 -0.036 0.019
O -1.782 0.155 -0.302 -0.755 -0.345 -0.163
O -0.451 -1.425 -1.051 -0.295 -0.338 -0.084
H -5.257 0.202 -1.348 -0.008 0.013 -0.004
H -6.107 -1.734 -1.998 0.034 -0.017 0.009
H -5.650 -4.095 -2.521 0.022 0.024 0.008
H -3.344 -5.000 -2.313 -0.004 0.032 0.012
H -1.522 -3.485 -1.557 -0.045 0.009 0.005

***

5.
37
Properties=species:S:1:pos:R:3:forces:R:3 method="wB97M-V/def2-TZVPD" orbital_gap_ev="4.75 / 4.72" spin_multiplicity=8 total_charge=0 e_homo_ev="-5.469 / -5.298" de_lowest_ev=7.293
C -0.730 0.458 -3.673 0.826 0.737 0.275
C -1.481 1.611 -4.044 0.768 0.010 0.269
C -0.591 2.728 -4.104 0.286 -1.090 0.304
C 0.720 2.270 -3.766 -0.697 -0.387 0.125
C 0.654 0.873 -3.496 -1.117 0.139 0.045
Gd 0.344 -1.794 -0.854 0.315 -1.295 -4.089
P -0.285 -4.555 -0.967 -0.244 -1.671 -0.450
H -1.103 -0.566 -3.587 0.012 0.242 -0.163
H -2.550 1.628 -4.252 0.267 0.014 0.014
H -0.860 3.747 -4.374 0.054 -0.245 0.066
H 1.489 0.212 -3.246 -0.111 0.202 -0.202
H 1.618 2.883 -3.718 -0.193 -0.134 -0.057
H 0.756 -5.309 -1.629 -0.454 0.212 0.371
H -1.386 -4.975 -1.793 0.330 -0.014 0.347
H -0.507 -5.421 0.157 0.104 0.368 -0.567
C 0.611 1.322 0.663 0.005 0.330 0.372
N 0.340 -0.133 0.507 -0.305 0.390 2.920
C -1.055 -0.425 1.017 -0.378 1.035 2.094
N -1.234 0.025 2.452 1.044 -0.057 -1.062
C -0.908 1.475 2.509 0.244 -0.042 -0.083
N 0.478 1.775 2.065 -0.133 -1.393 -0.472
C 1.429 0.977 2.884 -0.234 0.135 -0.140
N 1.154 -0.486 2.869 -0.671 0.208 -1.623
C 1.254 -0.951 1.425 -0.004 1.607 2.470
C -0.251 -0.693 3.296 0.030 0.139 -0.122
H -0.118 1.834 0.029 0.294 0.064 -0.049
H 1.633 1.492 0.317 -0.201 0.141 -0.087
H -1.257 -1.521 0.984 -0.061 0.712 0.007
H -1.761 0.142 0.405 -0.024 -0.304 -0.113
H -1.016 1.820 3.548 -0.069 -0.116 -0.309
H -1.607 2.015 1.855 0.186 -0.093 0.270
H 2.440 1.144 2.482 -0.258 -0.010 0.265
H 1.366 1.334 3.922 0.108 -0.153 -0.267
H 0.946 -2.028 1.425 0.367 0.561 -0.048
H 2.288 -0.813 1.104 -0.109 -0.278 -0.084
H -0.351 -0.325 4.330 -0.009 -0.210 -0.324
H -0.472 -1.768 3.258 0.034 0.245 0.095